# 1
DFT (the ωB97M-V functional and the def2-TZVPD basis) results for C16H22N4OS in the gas phase.

## Properties
- structure (SMILES) = CCC[C@H](C)NC(=O)CSc1nc(-c2ccccc2)cn1N
- frontier orbital gap (eV) = 8.40
- ΔE to the lowest compared entry with this formula, charge and spin (eV) = 0.0000

Positions of all 44 atoms, in Å:
C1 1.77 -3.30 0.02
C2 1.31 -1.88 -0.31
C3 2.33 -1.15 -1.18
C4 1.87 0.26 -1.57
N1 1.65 1.07 -0.39
C5 2.61 1.40 0.50
O1 3.80 1.20 0.38
C6 2.05 2.12 1.73
H1 1.22 2.78 1.48
H2 2.85 2.66 2.23
S1 1.44 0.94 2.97
C7 -0.12 0.52 2.29
N2 -0.63 0.92 1.16
C8 -1.86 0.32 1.06
C9 -2.07 -0.45 2.17
N3 -0.96 -0.32 2.95
N4 -0.76 -0.93 4.19
H3 -0.40 -0.25 4.85
H4 -0.08 -1.69 4.10
H5 -2.89 -1.07 2.49
C10 -2.70 0.52 -0.11
C11 -3.92 -0.14 -0.24
C12 -4.71 0.06 -1.36
C13 -4.29 0.92 -2.36
C14 -3.08 1.58 -2.24
C15 -2.29 1.39 -1.12
H6 -1.35 1.91 -1.02
H7 -2.75 2.26 -3.02
H8 -4.90 1.07 -3.24
H9 -5.65 -0.46 -1.45
H10 -4.25 -0.81 0.53
H11 0.69 1.16 -0.06
C16 2.88 0.93 -2.50
H12 2.99 0.35 -3.41
H13 2.53 1.93 -2.77
H14 3.84 1.02 -2.01
H15 0.90 0.19 -2.07
H16 2.51 -1.73 -2.10
H17 3.28 -1.07 -0.65
H18 1.17 -1.33 0.62
H19 0.35 -1.91 -0.83
H20 1.03 -3.80 0.64
H21 2.71 -3.28 0.55
H22 1.90 -3.88 -0.89

=====

# 2
DFT (the ωB97M-V functional and the def2-TZVPD basis) results for a gas-phase ion, C16H22NO3 (charge +1).

## Properties
- structure (SMILES) = CCOc1ccccc1OCCC[NH2+]Cc1ccco1
- frontier orbital gap (eV) = 9.20
- charge = +1
- ΔE to the lowest compared entry with this formula, charge and spin (eV) = 14.6630

Positions of all 42 atoms, in Å:
C1 -0.71 -0.03 3.04
C2 0.45 0.82 2.28
H1 0.07 1.93 2.09
H2 1.25 0.85 2.88
O1 0.66 0.05 0.88
C3 1.61 0.70 0.34
C4 2.22 1.85 0.78
C5 3.30 2.48 -0.32
C6 3.64 1.80 -1.43
C7 3.10 0.55 -1.68
C8 1.99 0.30 -0.84
O2 1.28 -0.97 -1.34
C9 1.69 -2.40 -0.55
H3 1.77 -1.86 0.65
C10 0.52 -3.23 -0.79
C11 -0.85 -2.78 0.09
N1 -1.06 -1.52 -0.39
H4 -0.55 -0.75 0.22
C12 -2.42 -0.87 -0.42
C13 -2.73 0.51 -0.59
C14 -3.33 1.08 -1.86
C15 -3.22 2.57 -1.40
C16 -2.42 2.70 -0.34
O3 -2.22 1.43 0.31
H5 -2.06 3.61 -0.10
H6 -3.36 3.29 -2.19
H7 -3.79 0.43 -2.58
H8 -2.83 -1.00 0.64
H9 -3.20 -1.63 -0.92
H10 -0.71 -1.26 -1.33
H11 -0.71 -2.68 1.00
H12 -1.63 -3.43 -0.49
H13 0.43 -3.30 -1.72
H14 0.78 -4.30 -0.26
H15 2.59 -2.72 -0.76
H16 3.38 0.24 -2.51
H17 4.51 2.17 -2.14
H18 3.81 3.40 0.34
H19 2.01 2.57 1.52
H20 -1.81 0.14 2.49
H21 -0.34 -1.13 3.21
H22 -1.09 0.43 4.19

=====

# 3
DFT (the ωB97M-V functional and the def2-TZVPD basis) results for a molecular structure, C16H23BNORe.

## Properties
- frontier orbital gap (alpha / beta) (eV) = 4.53 / 6.02
- multiplicity = 4
- charge = -1

Positions of all 43 atoms, in Å:
Re1 -0.05 0.57 0.76
C1 1.83 0.60 2.28
C2 2.32 -0.23 1.22
C3 2.24 0.50 0.00
H1 2.75 -1.21 1.33
C4 1.68 1.80 0.27
C5 1.46 1.87 1.71
H2 1.25 2.76 2.28
H3 1.87 0.38 3.33
H4 2.59 0.18 -0.97
H5 1.59 2.62 -0.43
C6 -2.03 0.47 1.77
C7 -1.31 1.66 2.17
C8 -1.05 2.44 0.99
H6 -1.10 1.95 3.19
C9 -1.58 1.72 -0.15
C10 -2.19 0.50 0.35
H7 -2.68 -0.24 -0.25
H8 -2.42 -0.27 2.45
H9 -0.62 3.42 0.95
H10 -1.56 2.06 -1.17
O1 -0.01 -0.62 -0.68
C11 -0.20 -0.11 -3.09
C12 0.47 -1.50 -2.82
C13 0.63 1.13 -3.14
C14 -1.70 -0.11 -3.14
C15 0.48 -1.82 -1.32
H11 1.49 -1.55 -3.23
H12 -0.02 -2.32 -3.37
H13 -0.23 -2.65 -1.08
H14 1.48 -2.13 -0.95
H15 0.73 1.62 -4.16
H16 1.65 0.92 -2.73
H17 0.20 1.90 -2.43
H18 -2.15 -0.26 -4.18
H19 -2.13 0.82 -2.70
H20 -2.07 -0.93 -2.47
B1 -0.31 -2.96 3.67
C16 -0.21 -2.12 2.42
N1 -0.12 -1.42 1.47
H21 0.82 -3.32 3.93
H22 -1.04 -3.90 3.40
H23 -0.78 -2.24 4.53

=====

# 4
DFT (the ωB97M-V functional and the def2-TZVPD basis) results for a molecular structure, C16H23Cl2NO5V.

## Properties
- frontier orbital gap (alpha / beta) (eV) = 6.83 / 7.31
- multiplicity = 2
- charge = +2
- ΔE to the lowest compared entry with this formula, charge and spin (eV) = 1.0028

Positions of all 48 atoms, in Å:
V1 -0.65 -0.03 -0.49
O1 0.29 0.23 1.17
C1 1.28 0.94 1.53
C2 1.75 2.04 0.84
C3 2.75 2.88 1.29
C4 3.02 4.01 0.60
C5 2.27 4.41 -0.51
C6 1.29 3.59 -0.99
C7 1.01 2.44 -0.29
O2 0.08 1.65 -0.88
N1 4.22 4.79 0.96
O3 5.19 4.18 1.29
O4 4.02 5.97 0.99
H1 1.75 0.62 2.42
H2 3.46 2.59 2.06
H3 2.44 5.39 -1.03
H4 0.71 3.70 -1.90
C8 -0.01 -3.23 0.52
C9 1.07 -2.41 -0.28
C10 1.99 -3.25 -1.05
C11 0.47 -1.52 -1.29
H5 0.42 -3.97 1.21
H6 -0.63 -3.77 -0.21
H7 -0.58 -2.54 1.15
H8 1.62 -1.74 0.38
H9 1.40 -3.73 -1.83
H10 2.51 -4.08 -0.52
H11 2.77 -2.63 -1.49
H12 -0.26 -2.01 -1.96
H13 1.16 -0.98 -1.96
C12 -3.30 -1.54 2.44
C13 -4.21 -1.49 1.22
C14 -3.45 -0.93 0.05
O5 -2.14 -0.57 0.60
C15 -2.20 -0.52 2.08
H14 -2.83 -2.52 2.56
H15 -3.87 -1.21 3.34
H16 -5.00 -0.85 1.53
H17 -4.62 -2.52 1.09
H18 -3.90 -0.01 -0.38
H19 -3.26 -1.60 -0.78
H20 -2.50 0.49 2.31
H21 -1.25 -0.67 2.49
Cl1 -0.70 -1.37 -4.50
C16 -0.72 0.20 -3.74
Cl2 -2.09 0.35 -2.46
H22 -0.93 0.95 -4.45
H23 0.15 0.26 -3.13

=====

# 5
DFT (the ωB97M-V functional and the def2-TZVPD basis) results for 2 unconnected molecules or ions with the total composition C16H23Cl4N2O2P.

## Properties
- structure (SMILES) = O=C1C(=O)C(Cl)=C(Cl)C(Cl)=C1Cl.CC(C)(C)N1CCN(C(C)(C)C)P1
- frontier orbital gap (eV) = 4.03
- ΔE to the lowest compared entry with this formula, charge and spin (eV) = 0.0890

Positions of all 48 atoms, in Å:
Cl1 0.26 5.78 -2.71
C1 -0.59 4.31 -2.49
C2 0.12 3.12 -2.34
Cl2 1.83 3.09 -2.35
C3 -0.54 1.86 -2.12
O1 0.09 0.82 -1.85
C4 -2.06 1.82 -2.22
O2 -2.66 0.75 -2.17
C5 -2.72 3.12 -2.34
Cl3 -4.42 3.09 -2.39
C6 -2.02 4.31 -2.43
Cl4 -2.86 5.80 -2.50
C7 0.60 1.34 3.54
C8 1.24 0.98 2.21
C9 0.90 2.08 1.20
C10 2.76 0.86 2.32
N1 0.73 -0.33 1.79
C11 -0.67 -0.66 2.01
C12 -1.00 -1.88 1.15
N2 0.18 -2.26 0.41
C13 0.06 -3.15 -0.74
C14 -0.96 -4.22 -0.41
C15 1.44 -3.76 -1.00
C16 -0.41 -2.40 -2.00
P1 1.42 -1.18 0.56
H1 1.29 -0.31 -0.60
H2 0.74 0.54 4.27
H3 1.07 2.25 3.93
H4 -0.47 1.55 3.42
H5 1.39 1.93 0.23
H6 -0.18 2.16 1.03
H7 1.25 3.04 1.60
H8 3.23 0.66 1.35
H9 3.17 1.80 2.71
H10 3.02 0.06 3.02
H11 -0.84 -0.89 3.07
H12 -1.33 0.18 1.74
H13 -1.33 -2.71 1.79
H14 -1.84 -1.64 0.48
H15 -1.97 -3.80 -0.35
H16 -0.96 -4.98 -1.20
H17 -0.72 -4.70 0.54
H18 2.18 -3.00 -1.29
H19 1.79 -4.26 -0.09
H20 1.37 -4.50 -1.80
H21 0.33 -1.68 -2.36
H22 -0.59 -3.14 -2.79
H23 -1.35 -1.85 -1.82

=====

# 6
DFT (the ωB97M-V functional and the def2-TZVPD basis) results for a molecular structure, C16H23ClInN4O2S.

## Properties
- frontier orbital gap (eV) = 7.71
- charge = +1

Positions of all 48 atoms, in Å:
In1 0.24 -0.84 -0.24
N1 -2.04 -1.46 0.48
C1 -2.65 -2.32 -0.53
C2 -2.51 -1.67 -1.90
N2 -1.11 -1.33 -2.20
C3 -0.38 -2.27 -3.06
C4 0.20 -3.44 -2.26
N3 1.02 -2.90 -1.18
H1 -1.88 -1.96 1.35
H2 -2.62 -0.66 0.70
H3 -3.71 -2.52 -0.34
H4 -2.13 -3.28 -0.51
H5 -3.09 -0.75 -1.90
H6 -2.93 -2.33 -2.66
H7 -1.05 -0.42 -2.63
H8 0.45 -1.73 -3.51
H9 -1.02 -2.65 -3.86
H10 0.76 -4.09 -2.94
H11 -0.61 -4.04 -1.83
H12 1.93 -2.58 -1.53
H13 1.22 -3.59 -0.46
C5 -1.51 2.10 -0.80
C6 -0.80 2.18 0.51
C7 -0.73 3.41 1.19
C8 -0.02 3.50 2.35
C9 0.60 2.35 2.89
C10 1.29 2.39 4.12
C11 1.87 1.26 4.61
C12 1.75 0.05 3.91
C13 1.06 -0.04 2.71
S1 0.93 -1.63 1.98
C14 0.47 1.13 2.17
N4 -0.21 1.10 0.98
H14 -2.25 2.90 -0.89
H15 -2.02 1.13 -0.90
H16 -0.79 2.20 -1.61
H17 -1.22 4.28 0.76
H18 0.08 4.44 2.88
H19 1.36 3.33 4.65
H20 2.41 1.28 5.54
H21 2.20 -0.85 4.31
Cl1 2.10 3.38 -1.09
C15 2.94 1.91 -1.65
C16 2.05 0.71 -1.35
O1 0.87 0.67 -1.82
O2 2.49 -0.19 -0.60
H22 3.88 1.83 -1.12
H23 3.11 2.00 -2.72

=====

no.,calculated total energy (eV),maximum force (eV/A)
1,-35792.7529,0.9
2,-24561.5759,13.2
3,-23303.3554,6.8
4,-79405.0419,2.7
5,-83417.0714,3.3
6,-55550.6621,0.6